Below is a cluster of 7 separate species, C40H32NO29P in total in a non-equilibrium geometry, with properties calculated with ωB97M-V/def2-TZVPD.

For the LUMO energy, the calculation gives -2.04 eV. The calculation puts the energy at -112155.176 eV. The calculation puts the HOMO-LUMO gap at 7.07 eV.

Atoms and positions in Å:
C: 3.49139 3.41914 -4.03505
C: 2.52320 4.29845 -3.81517
N: 1.96509 5.13639 -4.81284
C: 0.59303 5.17719 -4.96876
O: 0.04919 5.67889 -5.90102
O: -0.11544 4.62178 -3.93059
C: -1.03519 3.64182 -4.38575
P: -0.22523 2.15766 -5.03431
O: 0.68557 2.41416 -6.15742
O: 0.48698 1.36946 -3.87552
O: -1.45889 1.23029 -5.49839
H: 3.92887 2.89715 -3.19773
H: 3.88848 3.20237 -5.01699
H: 2.14182 4.45005 -2.81679
H: 2.31786 4.88209 -5.73144
H: -1.68023 4.03658 -5.17107
H: -1.65476 3.35920 -3.53428
H: -0.01312 1.37723 -3.03825
H: -1.53849 1.42325 -6.44793
O: -1.57494 1.20313 -2.03773
C: -2.61194 0.71112 -1.61045
C: -2.92435 0.60960 -0.20757
C: -4.08762 0.05027 0.16161
O: -4.45961 -0.09144 1.42021
C: -5.08444 -0.47729 -0.84297
O: -6.09939 -0.97522 -0.39711
C: -4.77275 -0.35277 -2.25032
C: -3.60921 0.20298 -2.62521
O: -3.24220 0.35574 -3.88259
H: -2.20621 0.98965 0.50606
H: -5.33132 -0.53856 1.39874
H: -5.49601 -0.71964 -2.96435
H: -2.35126 0.75873 -3.89244
O: 1.93719 -3.49983 2.98041
C: 0.77205 -3.25050 2.71906
C: 0.13374 -1.97738 2.95152
C: -1.16334 -1.82485 2.64872
O: -1.82093 -0.68930 2.83453
C: -1.98285 -2.95204 2.06300
O: -3.15640 -2.72723 1.82996
C: -1.33281 -4.22123 1.80626
C: -0.03458 -4.37215 2.11033
O: 0.63874 -5.49096 1.90538
H: 0.72854 -1.18318 3.37535
H: -2.74384 -0.84119 2.54265
H: -1.92408 -5.01435 1.37143
H: 1.56316 -5.34379 2.20067
O: 5.98592 -4.99960 -3.01228
C: 5.40465 -5.07596 -1.94636
C: 4.94550 -3.93681 -1.17865
C: 4.32826 -4.14216 -0.00568
O: 3.87311 -3.16675 0.76387
C: 4.09797 -5.53040 0.54191
O: 3.54170 -5.59426 1.62400
C: 4.53562 -6.67033 -0.23083
C: 5.15070 -6.46367 -1.40483
O: 5.58645 -7.43768 -2.18442
H: 5.11821 -2.94930 -1.58196
H: 3.47294 -3.57991 1.55938
H: 4.35093 -7.65830 0.16613
H: 5.99055 -7.00334 -2.96203
O: 4.33374 2.75240 7.65731
C: 3.60719 1.86841 7.24386
C: 4.02087 0.49411 7.03786
C: 3.13890 -0.39626 6.55955
O: 3.43225 -1.66756 6.33812
C: 1.71752 -0.01194 6.22622
O: 0.99132 -0.88494 5.78534
C: 1.29904 1.35540 6.45002
C: 2.18159 2.24217 6.92807
O: 1.87779 3.51300 7.15582
H: 5.04095 0.23049 7.27786
H: 2.62359 -2.08516 5.98271
H: 0.27741 1.62382 6.22148
H: 2.69163 3.93823 7.49122
O: 1.11221 -3.26172 -7.36334
C: -0.02783 -2.94462 -7.64178
C: -0.58673 -1.62260 -7.42402
C: -1.86349 -1.39462 -7.75599
O: -2.46710 -0.22240 -7.59529
C: -2.74836 -2.46107 -8.34696
O: -3.89890 -2.14996 -8.59530
C: -2.18489 -3.77418 -8.58397
C: -0.90612 -4.00779 -8.25620
O: -0.30455 -5.17288 -8.43537
H: 0.05405 -0.86221 -6.99776
H: -3.38386 -0.33891 -7.91524
H: -2.82197 -4.52910 -9.02202
H: 0.61007 -5.05989 -8.10939
O: -0.92496 7.25728 7.96766
C: -1.65036 6.37231 7.55510
C: -1.23426 4.99824 7.35552
C: -2.11479 4.10791 6.88182
O: -1.81449 2.83053 6.67970
C: -3.53318 4.48162 6.53826
O: -4.24877 3.60113 6.09729
C: -3.95680 5.85087 6.75551
C: -3.07851 6.74375 7.23498
O: -3.37618 8.01263 7.46566
H: -0.21705 4.72841 7.60030
H: -2.62471 2.40565 6.33608
H: -4.97980 6.10864 6.52158
H: -2.55845 8.42771 7.80361

Force components x, y, z for each atom (eV/Å):
-0.068 0.204 0.117
0.354 -0.106 0.114
-0.166 -1.057 -0.101
-0.055 0.375 0.210
-0.299 0.118 -0.617
0.402 -0.358 0.230
-0.440 -0.058 0.409
1.018 -0.113 -0.953
-0.065 0.256 0.079
-0.395 0.128 0.485
0.621 0.740 0.112
-0.047 -0.089 0.004
-0.029 0.079 -0.088
-0.076 0.139 -0.003
0.322 0.547 -0.008
-0.026 0.047 -0.078
-0.044 0.121 0.042
0.075 -0.170 -0.046
-0.452 -0.527 -0.021
-0.070 0.008 -0.074
-0.035 0.019 0.285
0.167 0.064 0.002
0.169 0.043 0.068
-0.075 0.105 0.020
-0.025 -0.023 -0.286
-0.015 0.025 0.141
-0.082 -0.046 0.005
-0.125 -0.074 0.005
-0.206 -0.121 0.436
-0.013 -0.021 0.022
0.010 -0.083 0.006
0.023 -0.001 -0.030
-0.283 -0.175 -0.307
0.133 0.139 0.043
-0.136 0.104 0.029
0.162 0.059 -0.030
0.127 0.062 0.075
-0.124 -0.110 -0.086
0.078 -0.283 -0.064
-0.040 0.130 0.004
-0.122 0.038 -0.027
-0.086 -0.146 -0.079
0.005 0.106 0.068
-0.047 0.023 0.041
-0.047 0.022 -0.005
0.014 -0.020 0.009
0.025 -0.062 -0.056
0.034 -0.135 -0.073
-0.076 0.312 0.105
0.067 0.020 -0.131
0.038 0.178 -0.058
0.014 -0.117 -0.013
0.078 -0.082 -0.139
-0.100 -0.200 0.098
-0.068 -0.051 0.156
-0.042 -0.113 0.086
0.020 0.001 -0.034
-0.006 0.013 0.022
-0.015 0.065 0.031
0.018 -0.014 -0.020
0.012 0.047 -0.013
-0.061 0.122 0.027
0.151 -0.238 -0.007
0.079 0.069 0.041
0.154 0.020 0.041
-0.049 -0.024 -0.017
-0.096 0.235 0.081
0.078 -0.131 0.003
-0.135 -0.049 -0.087
-0.206 -0.041 -0.083
0.102 0.094 0.060
0.001 -0.026 -0.015
-0.013 0.007 -0.036
-0.002 0.022 0.023
0.058 -0.052 -0.005
0.035 -0.128 -0.034
-0.045 0.277 0.063
0.119 0.031 0.052
0.187 0.054 0.096
-0.111 0.080 -0.161
0.031 -0.284 -0.073
-0.033 0.135 0.018
-0.126 -0.001 -0.035
-0.132 -0.065 -0.066
0.044 -0.012 0.017
-0.014 0.009 -0.004
-0.016 -0.076 -0.017
0.017 -0.022 0.005
0.021 0.029 0.019
-0.065 0.120 0.030
0.100 -0.252 -0.047
0.130 0.066 0.083
0.204 0.041 0.091
-0.086 -0.095 -0.067
-0.154 0.232 0.016
0.055 -0.126 -0.004
-0.085 -0.067 -0.043
-0.155 -0.026 -0.053
0.032 0.037 0.015
0.008 -0.018 -0.032
-0.053 0.053 -0.013
0.003 0.029 0.000
0.038 -0.009 0.001

Below is a structure of composition C70H59Cl2CuF6N12O26S2 in a non-equilibrium geometry, with properties calculated with ωB97M-V/def2-TZVPD.

As for the net charge: +1. As for the multiplicity: 2. The calculation puts the energy above the lowest of the compared OMol25 structures with the same formula, charge and spin at 0.3431 eV. For the LUMO energy (spin up / spin down), the calculation gives -6.06 / -8.60 eV. The calculation puts the energy at -252273.275 eV. The calculation puts the HOMO-LUMO gap (spin up / spin down) at 5.15 / 2.61 eV. The expectation value of S² is 0.7592.

Atoms and positions in Å:
Cu: -2.53295 2.04081 -2.35881
C: 2.02670 -0.61931 -2.21206
F: 1.34858 -1.72449 -1.92043
F: 3.34196 -0.74458 -2.21123
F: 1.82474 -0.18592 -3.48714
S: 1.54357 0.88729 -0.95116
O: 2.39856 0.80945 0.24708
O: 1.75607 2.11791 -1.72581
N: -0.15651 0.60539 -0.68899
S: -0.23928 -0.48443 0.46855
O: -1.60009 -1.10733 0.35271
O: 0.84320 -1.45049 0.72957
C: -0.33282 0.57717 2.14162
F: 0.79717 1.25537 2.47551
F: -1.32035 1.50789 2.15274
F: -0.67532 -0.25226 3.08363
Cl: 3.22763 5.94316 4.66595
C: 4.68579 5.22841 5.18139
C: 5.21362 4.26998 4.07936
Cl: 6.65415 3.48817 4.69810
H: 4.33869 4.72241 6.08227
H: 5.29571 6.07705 5.49111
H: 5.73526 4.81836 3.29499
H: 4.49817 3.53186 3.71686
C: 1.73402 -8.39977 -4.60226
C: 2.24097 -7.19343 -4.17851
C: 2.90579 -7.07856 -2.95755
C: 3.01866 -8.18466 -2.10978
C: 2.42413 -9.43341 -2.53252
C: 1.84402 -9.51330 -3.79349
N: 3.69157 -8.04950 -0.83907
O: 4.24971 -6.98697 -0.55330
O: 3.50328 -8.97386 -0.06235
H: 1.21981 -8.66947 -5.51289
H: 2.01271 -6.28870 -4.72233
H: 3.24119 -6.07944 -2.72163
H: 2.40055 -10.19805 -1.77017
H: 1.41476 -10.45722 -4.09542
C: -1.80254 -6.35212 0.61774
C: -1.90249 -6.17092 2.01211
C: -2.70998 -6.98644 2.77348
C: -3.61199 -7.85760 2.09916
C: -3.54151 -8.00837 0.72077
C: -2.51791 -7.37067 -0.00067
N: -4.66643 -8.59486 2.82475
O: -4.89282 -8.28043 3.98857
O: -5.41581 -9.43552 2.35594
H: -1.07462 -5.79025 0.05131
H: -1.27537 -5.43766 2.49736
H: -2.86972 -6.88719 3.83697
H: -4.28559 -8.70088 0.35584
H: -2.41515 -7.57760 -1.05567
C: -7.10348 3.37707 5.00214
C: -6.40516 3.98672 4.00207
C: -6.15125 3.29223 2.84085
C: -6.58683 1.99874 2.71293
C: -7.22279 1.33245 3.75965
C: -7.59761 2.05949 4.90242
N: -6.22379 1.26259 1.54144
O: -6.70399 0.16833 1.36371
O: -5.35758 1.60677 0.72601
H: -7.22329 3.94046 5.91572
H: -5.96668 4.97363 4.01503
H: -5.58817 3.78026 2.05907
H: -7.58829 0.32285 3.64333
H: -8.11346 1.54218 5.69785
C: 2.03213 9.82630 -1.23272
C: 2.00603 8.69124 -2.02677
C: 1.19845 7.61146 -1.63249
C: 0.53243 7.55366 -0.43469
C: 0.61190 8.71480 0.38964
C: 1.30676 9.85866 -0.01883
N: -0.23247 6.36263 0.01928
O: -0.66128 5.56099 -0.83793
O: -0.31925 6.21261 1.22639
H: 2.59138 10.64928 -1.65264
H: 2.65356 8.59520 -2.88577
H: 1.09007 6.74697 -2.27071
H: 0.07384 8.76294 1.32481
H: 1.25449 10.79403 0.51852
C: 3.18530 -2.21330 -9.56142
C: 3.76012 -1.08061 -10.17550
C: 4.79395 -1.19261 -11.09912
C: 5.19929 -2.44956 -11.50586
C: 4.64254 -3.58863 -10.96590
C: 3.69305 -3.46817 -9.94549
N: 6.29380 -2.58728 -12.56779
O: 6.62647 -3.74306 -12.91745
O: 6.94825 -1.61862 -12.90447
H: 2.55325 -2.15943 -8.68734
H: 3.43659 -0.07822 -9.93685
H: 5.14521 -0.30986 -11.61272
H: 4.97230 -4.55520 -11.31718
H: 3.38324 -4.34403 -9.39478
C: 4.05835 1.02921 8.29444
C: 4.91987 -0.03374 7.98575
C: 4.43620 -1.14184 7.39071
C: 3.13271 -1.23531 7.00296
C: 2.26991 -0.18589 7.33593
C: 2.72458 0.95543 7.95830
N: 2.62961 -2.45043 6.42806
O: 3.43312 -3.33266 6.13157
O: 1.39093 -2.60273 6.30616
H: 4.37813 1.93230 8.79297
H: 5.96041 0.00700 8.27214
H: 5.20065 -1.88276 7.20893
H: 1.20940 -0.22493 7.13541
H: 1.95521 1.66619 8.22155
C: 2.04343 5.06425 -9.65101
C: 2.19228 4.89363 -8.30262
C: 1.22630 4.22598 -7.59696
C: 0.13792 3.66208 -8.22693
C: -0.01256 3.92249 -9.63791
C: 0.97166 4.57198 -10.37819
N: -0.89785 2.89294 -7.40518
O: -1.82087 2.36800 -7.95671
O: -0.83451 2.79132 -6.20755
H: 2.93895 5.42906 -10.13200
H: 3.06367 5.29648 -7.80785
H: 1.43079 4.07230 -6.54769
H: -0.77531 3.35782 -10.15344
H: 0.86015 4.85940 -11.41325
C: -5.07076 -6.36259 -5.04746
C: -5.35165 -5.58675 -3.92540
C: -4.70365 -4.36163 -3.72428
C: -3.77445 -3.90546 -4.67168
C: -3.52128 -4.75752 -5.75784
C: -4.13493 -5.96422 -5.94983
N: -2.95288 -2.68894 -4.44222
O: -1.89499 -2.54706 -5.08723
O: -3.42080 -1.79863 -3.69946
H: -5.64795 -7.27172 -5.12965
H: -6.08177 -5.95596 -3.22042
H: -4.90877 -3.77796 -2.83905
H: -2.74285 -4.39126 -6.41077
H: -4.03370 -6.60094 -6.81628
C: -6.73288 -3.06085 6.20118
C: -5.90857 -3.22441 5.11652
C: -6.32675 -3.80761 3.97530
C: -7.63128 -4.31751 3.88396
C: -8.51566 -4.15435 4.98373
C: -8.03867 -3.49603 6.12637
N: -8.14570 -4.97535 2.67942
O: -7.44401 -5.10217 1.72226
O: -9.28380 -5.48798 2.70007
H: -6.39538 -2.52632 7.07683
H: -4.92666 -2.77470 5.11128
H: -5.74552 -3.89521 3.06926
H: -9.49905 -4.59946 5.01892
H: -8.85423 -3.31543 6.81094
C: -1.28662 6.07315 9.09557
C: -1.45505 5.45131 7.83793
C: -2.03330 4.18147 7.75401
C: -2.53026 3.59028 8.90145
C: -2.31330 4.20279 10.13709
C: -1.61391 5.44799 10.23097
N: -3.22086 2.27855 8.88003
O: -3.55383 1.77691 9.96087
O: -3.29652 1.66821 7.85007
H: -0.77224 7.02101 9.15372
H: -1.44068 6.07620 6.95719
H: -2.25835 3.71595 6.80583
H: -2.74405 3.79103 11.03782
H: -1.47881 6.01736 11.13871
C: 8.25550 6.49015 0.46633
C: 6.97665 6.60521 -0.15958
C: 6.55829 5.52057 -0.95817
C: 7.28445 4.34510 -1.02551
C: 8.48861 4.27013 -0.29572
C: 9.01723 5.34915 0.39785
N: 6.95474 3.32824 -2.04642
O: 6.19542 3.56327 -2.98558
O: 7.45634 2.20127 -1.79722
H: 8.63677 7.36279 0.97579
H: 6.40185 7.51911 -0.13135
H: 5.70524 5.73439 -1.58507
H: 9.08841 3.37868 -0.40514
H: 9.91323 5.28922 0.99788

Force components x, y, z for each atom (eV/Å):
0.111 -0.204 0.100
0.557 0.862 -1.694
0.741 0.979 -0.483
-0.570 -0.488 1.661
-1.438 -0.365 1.482
4.663 2.590 -1.081
-2.497 -0.477 -1.865
-1.590 -2.396 0.907
1.822 1.530 -0.694
-3.465 -6.741 3.549
3.098 2.161 0.045
-1.588 2.642 -0.862
-0.175 3.087 1.737
-1.049 -1.518 -0.973
0.613 -0.673 -1.388
0.714 -1.073 -0.481
-2.324 1.240 -1.252
0.332 -1.064 0.372
0.868 1.428 0.649
0.816 -1.149 0.849
0.833 -0.519 -0.026
0.704 -0.584 -0.348
-1.225 0.333 -0.434
-0.008 0.299 0.166
-0.026 -1.117 -0.029
-0.420 0.273 0.113
-0.205 -0.164 -0.080
-0.953 -0.591 -2.673
0.911 1.965 1.049
0.359 -0.434 1.507
-0.740 0.588 1.462
-0.314 -1.272 -0.623
0.679 0.308 -0.110
-0.019 1.052 -0.433
0.315 0.037 -0.241
0.313 -0.214 0.500
0.109 -0.394 -0.362
-0.027 -0.031 -0.083
0.187 -0.873 0.568
0.361 -0.279 -0.464
-2.092 -0.541 -0.261
1.109 0.598 -0.686
0.234 -0.596 0.979
-1.176 0.520 0.290
-2.193 -0.170 2.263
1.542 1.048 0.111
1.348 0.044 -2.171
-0.014 0.139 -0.009
-0.005 0.066 0.043
0.419 0.088 0.109
0.210 -0.073 -0.715
0.058 0.075 -0.064
-0.777 -0.402 1.436
0.594 -0.009 -1.074
0.274 0.330 -0.550
0.310 0.126 0.850
-1.431 0.566 0.272
1.615 0.205 -1.155
1.461 -2.280 -2.402
-1.392 -0.523 0.934
-0.071 1.966 0.992
-0.328 -0.075 0.184
-0.323 0.174 0.658
-0.030 -0.215 -0.194
0.300 -0.114 -0.122
-0.058 0.264 0.082
-0.357 -0.476 -0.029
-0.555 -0.551 1.072
0.176 -1.103 -0.867
0.306 2.251 0.811
-0.248 -0.138 -0.095
0.092 -0.755 -1.223
0.323 -0.667 -0.515
0.588 1.316 1.241
-0.300 0.019 -0.977
0.032 0.372 0.545
-0.294 0.103 -0.236
0.229 -0.108 -0.190
-0.045 -0.205 0.062
0.009 -0.197 0.349
1.909 -0.278 -0.548
-0.211 -0.350 0.329
-0.663 0.071 -0.571
0.366 0.030 -0.799
-0.059 -0.248 0.256
-0.105 0.703 0.016
1.708 -1.927 0.324
-1.463 1.824 0.698
-1.231 0.141 0.334
-0.365 0.233 -0.253
-0.147 0.002 0.195
0.336 -0.002 0.150
0.081 -0.028 0.089
-0.158 -0.165 -0.223
0.330 0.356 0.055
-0.172 2.229 1.223
1.557 -1.355 -0.836
-1.114 1.239 0.796
-0.644 -0.649 -0.637
-0.156 -0.768 -0.031
-1.677 -2.304 -0.675
-0.574 1.108 0.231
2.102 0.755 0.171
0.442 -0.075 0.104
0.026 0.076 -0.024
-0.526 -0.572 -0.266
0.009 -0.435 -0.231
0.378 0.432 0.087
1.436 -0.119 -0.760
-0.151 0.243 -0.068
-0.126 -0.789 1.486
-0.108 0.920 -1.268
-0.279 -1.887 0.984
-0.592 0.607 1.509
-0.160 -0.013 -0.742
-0.644 -0.134 -2.320
1.859 0.996 1.688
-0.264 0.564 -0.511
0.017 -0.119 0.088
-0.449 -0.102 0.205
-0.494 0.390 -0.009
-0.077 -0.576 -0.132
-1.195 -0.045 1.681
0.431 0.575 -0.186
0.038 0.298 0.030
-0.405 -1.869 0.469
1.727 1.903 -0.113
-0.492 -0.229 -0.655
0.202 1.615 -0.844
-1.904 -0.558 1.365
0.812 -1.707 -0.891
0.200 -0.201 -0.345
0.014 0.205 0.168
-0.024 0.069 0.041
-0.007 -0.201 -0.392
0.651 0.302 -0.208
-0.719 0.427 0.699
1.272 0.938 0.425
-1.682 -1.409 -2.301
-0.993 0.672 1.961
1.522 -0.330 -0.648
-1.220 -0.544 -1.139
-2.233 -1.797 0.337
1.558 0.555 -0.945
1.287 1.250 0.767
0.122 -0.018 0.059
0.193 -0.134 0.235
0.397 0.086 0.131
-0.060 0.183 -0.437
0.600 0.127 0.829
1.341 0.240 -2.481
-1.234 -0.031 0.571
-0.432 0.636 -0.480
0.670 0.607 1.497
0.129 0.856 0.437
-1.687 -1.853 0.816
0.548 -1.060 2.063
0.097 1.188 -0.873
-0.159 0.240 -1.359
-0.224 0.275 -0.173
0.772 -0.249 -0.265
0.152 0.023 -0.136
0.115 -0.300 -0.063
-0.085 -0.575 0.420
-1.757 1.384 -0.333
1.855 -1.680 -0.132
-0.402 1.405 0.135
0.981 1.468 0.025
0.215 -0.957 -0.972
-1.178 -0.423 0.255
0.117 -2.516 0.785
1.118 0.123 1.361
-1.004 2.148 -0.993
0.054 0.033 0.203
0.045 -0.021 0.063
-0.215 -0.590 -0.082
-0.106 -0.180 0.089
0.226 -0.201 -0.369